(1)
6
Properties=species:S:1:pos:R:3:forces:R:3 method="wB97M-V/def2-TZVPD" lumo_ev="-2.911 / -1.835" e_homo_ev="-10.30 / -11.76" multiplicity=1 orbital_gap_ev="7.390 / 9.928" total_energy_ev=-8792.272
F -0.869516 1.972092 0.393729 0.5 -1.2 -0.7
O -1.165072 -1.439832 0.494575 -0.8 -0.3 0.2
N -0.088649 0.268851 -0.928733 -0.5 2.0 -0.4
N 0.866557 -0.270462 -0.144356 0.1 -0.3 0.3
C -0.453665 -0.688494 -0.032086 0.6 -0.4 0.7
H 1.710344 0.157843 0.216873 0.1 0.2 0.0

(2)
22
Properties=species:S:1:pos:R:3:forces:R:3 method="wB97M-V/def2-TZVPD" charge=+1 lumo_ev="-5.113 / -8.021" e_homo_ev="-15.02 / -15.04" multiplicity=2 orbital_gap_ev="9.906 / 7.022" total_energy_ev=-7943.214 s_squared=0.75
N -0.816632 -0.762995 1.348375 -0.2 0.4 0.1
C -0.141508 1.062865 -0.216430 -0.3 -0.2 -0.9
C -0.125452 0.471291 1.235053 0.0 0.5 0.2
C 1.250622 -0.901527 -1.166644 0.2 0.2 -0.2
C 0.032524 0.010360 -1.327453 -0.3 -0.3 0.6
C 2.585237 -0.173078 -1.074616 0.0 0.3 0.1
C -2.604766 -0.265892 1.388932 -1.4 0.4 -0.8
H 3.418825 -0.868697 -1.007710 0.0 -0.1 0.1
H 0.921321 0.310773 1.506330 0.0 -0.6 -0.1
H -1.712529 -0.762354 2.091984 0.9 -0.5 0.4
H 1.102056 -1.507682 -0.270673 0.1 -0.2 0.0
H -0.860181 -0.627851 -1.286210 0.1 0.0 -0.2
H -3.203751 -1.145722 1.166512 0.3 -0.3 0.3
H -0.500322 1.246806 1.907458 -0.2 0.0 0.0
H -1.110764 1.554493 -0.344876 0.1 0.1 0.0
H 2.626086 0.478834 -0.198429 0.1 0.0 0.1
H -2.580114 0.359282 0.505323 0.5 0.2 0.0
H 1.289138 -1.595790 -2.005807 -0.1 -0.1 0.0
H 0.610924 1.846184 -0.275144 0.1 0.0 0.2
H 2.780467 0.472255 -1.932075 -0.1 -0.1 -0.1
H -2.968290 0.298364 2.256381 0.3 0.0 0.0
H 0.007109 0.500082 -2.300282 0.2 0.2 0.0

(3)
54
Properties=species:S:1:pos:R:3:forces:R:3 method="wB97M-V/def2-TZVPD" lumo_ev=0.540 e_homo_ev=-9.33 multiplicity=1 orbital_gap_ev=9.865 total_energy_ev=-51982.473
P 113.208000 51.442000 50.010000 0.6 2.6 3.6
P 115.808000 50.866000 55.684000 4.3 0.4 2.0
O 111.726000 50.771000 50.103000 0.7 2.1 -1.9
O 113.652000 56.950000 56.747000 0.5 -1.6 0.6
O 116.101000 49.375000 56.241000 -1.0 1.0 1.2
O 113.603000 52.172000 48.595000 -1.1 -1.7 1.2
O 116.473000 51.117000 54.433000 1.1 0.1 -1.9
O 114.326000 51.045000 55.583000 -3.6 0.6 0.7
O 114.296000 50.297000 50.314000 -4.7 -2.0 -2.0
O 111.541000 47.724000 53.816000 1.7 0.6 1.2
O 113.319000 52.459000 51.108000 -0.3 -0.9 -1.3
O 116.438000 51.872000 56.829000 -1.6 -1.5 -0.1
C 114.068000 55.824000 57.016000 -1.4 1.9 0.1
C 114.879000 55.020000 56.072000 -0.6 -1.7 1.0
C 113.775000 47.304000 53.343000 0.7 1.8 -0.5
C 116.849000 48.463000 55.520000 2.8 -2.5 0.4
C 112.901000 47.822000 55.782000 2.9 0.2 -0.4
C 116.832000 51.448000 58.162000 -2.4 3.6 0.8
C 112.688000 47.697000 54.301000 -2.9 -1.2 -1.6
C 113.740000 51.159000 54.200000 -1.0 3.0 2.6
C 111.374000 49.746000 50.988000 5.4 -3.4 1.9
C 115.508000 50.574000 50.800000 4.0 2.8 2.0
C 112.510000 52.906000 47.955000 -0.1 -5.8 -1.9
C 113.828000 55.146000 58.389000 2.5 1.8 -2.3
H 115.808000 51.457000 50.237000 1.3 -0.3 -0.2
H 113.027000 46.704000 56.090000 -0.7 2.2 0.2
H 112.905000 53.361000 47.094000 0.6 1.0 -0.7
H 114.426000 48.216000 53.199000 -0.1 -1.1 0.2
H 113.925000 48.349000 55.971000 -1.6 -1.2 -0.2
H 114.288000 50.400000 53.778000 0.6 -1.1 -2.5
H 115.372000 55.521000 55.304000 0.9 1.4 -1.0
H 114.330000 46.428000 53.584000 0.8 -0.4 0.9
H 113.671000 55.875000 59.093000 -1.1 1.9 1.6
H 117.759000 51.085000 58.056000 3.9 -0.7 -0.1
H 115.583000 54.451000 56.704000 -0.3 -0.2 -0.9
H 113.381000 47.058000 52.371000 -0.6 0.3 -0.3
H 113.127000 54.399000 58.414000 -1.5 -2.0 -0.1
H 115.582000 51.005000 51.825000 -1.0 -0.5 -0.2
H 112.167000 48.532000 56.184000 -0.2 -1.1 0.4
H 117.962000 48.505000 55.658000 -0.7 0.9 0.4
H 116.272000 49.770000 50.857000 -0.9 0.1 -0.9
H 112.670000 51.021000 54.330000 0.1 -0.6 0.0
H 116.779000 48.614000 54.476000 -0.7 -0.2 -1.2
H 112.259000 49.020000 50.670000 -2.6 -0.1 0.9
H 114.830000 54.858000 58.613000 0.6 -1.2 0.5
H 113.831000 52.250000 53.916000 0.6 -1.7 -0.4
H 112.019000 53.479000 48.637000 -1.4 1.8 1.7
H 114.162000 54.372000 55.527000 0.4 -0.2 0.6
H 116.326000 50.611000 58.549000 -1.5 -0.7 0.4
H 110.392000 49.322000 50.986000 -0.6 0.3 -1.0
H 111.857000 51.996000 47.537000 0.7 2.4 0.8
H 111.677000 49.772000 52.111000 -0.7 1.3 -1.7
H 116.766000 52.380000 58.926000 0.2 -2.2 -2.0
H 116.733000 47.370000 55.844000 -1.0 1.6 -0.4

(4)
15
Properties=species:S:1:pos:R:3:forces:R:3 method="wB97M-V/def2-TZVPD" lumo_ev=0.562 e_homo_ev=-6.98 multiplicity=1 orbital_gap_ev=7.545 total_energy_ev=-10774.405
O -1.645500 1.525569 0.220221 -2.9 -2.6 -4.8
N -2.100590 -1.173992 -0.012836 0.0 -1.2 2.8
N 0.607128 1.100659 -0.250478 0.7 -4.8 0.4
N 2.753627 -0.088966 0.099163 2.8 -1.0 1.1
C 0.515276 -1.092114 0.031931 3.7 -7.2 -0.2
C -0.616343 0.640006 0.040934 -2.8 2.5 -0.9
C 1.363713 -0.097627 -0.221550 2.7 1.3 1.5
C -0.743999 -0.738894 -0.077951 -4.4 4.6 0.9
H 3.295793 -1.011584 -0.385552 -1.9 3.6 2.5
H 1.055052 1.941497 -0.195549 0.7 2.7 0.3
H 3.095717 0.243596 1.273141 -1.5 -2.0 -4.7
H -2.390616 0.992181 -0.656561 2.6 2.4 4.3
H -2.322500 -1.931704 -0.654230 0.1 -0.1 0.6
H -2.293226 -1.407717 1.054662 -0.1 0.2 -3.2
H 0.790740 -2.162945 0.311191 0.2 1.6 -0.7

(5)
23
Properties=species:S:1:pos:R:3:forces:R:3 method="wB97M-V/def2-TZVPD" charge=+1 lumo_ev="-7.467 / -7.649" e_homo_ev="-14.60 / -13.83" multiplicity=1 orbital_gap_ev="7.131 / 6.178" total_energy_ev=-28265.910
Cl -4.265198 -0.919615 1.371946 1.4 1.1 -1.2
P -1.843533 0.496970 -0.208589 0.6 -1.7 2.3
C -2.006744 0.661126 -1.991425 2.2 -0.1 0.6
C 3.091313 -0.799720 0.942764 -1.4 2.0 -1.8
C -0.631562 -0.856040 0.163112 -0.1 0.4 -2.7
C 1.886409 -1.390736 0.276783 -2.4 -0.5 0.3
C -1.421961 2.071340 0.608969 1.0 -1.1 1.3
C 0.778853 -0.276007 0.023723 0.9 -0.8 -1.3
H 1.433330 -2.217758 0.998302 0.9 1.4 -1.9
H -0.831813 -1.516137 -0.763021 0.3 0.3 1.9
H 3.899783 -1.391218 0.924462 2.6 -3.1 0.7
H 0.967580 0.138602 -0.997347 -0.2 -0.2 0.7
H -2.868205 1.241882 -2.125276 -1.1 1.1 -0.8
H 2.855783 -0.448617 1.909542 -0.1 0.4 1.1
H -0.438312 1.968588 1.224703 -2.0 -0.3 -0.8
H 3.563770 -0.016024 0.351966 -0.7 0.8 -0.1
H -0.625731 -1.334864 1.120899 -1.0 -0.4 0.4
H -1.029681 1.134874 -2.414393 -1.7 -0.7 0.7
H -1.074276 2.606891 -0.271582 -0.7 1.1 0.2
H 2.004285 -1.695385 -0.776281 0.6 -0.9 0.8
H -2.271791 2.382258 1.283541 1.0 0.3 -1.2
H -2.155360 -0.344655 -2.349729 0.0 -0.2 -0.5
H 0.983053 0.504250 0.696928 -0.1 1.1 1.1

Energy above the lowest of the compared OMol25 structures with the same formula, charge and spin, record by record: 97.7 96.9 0.0 123.2 38.9 kcal per mole